No. 1
C7H13NOS | wB97M-V/def2-TZVPD

XYZ file:
```
23
Properties=species:S:1:pos:R:3:forces:R:3:lowdin_charge:R:1
C -1.6402 -0.3705 -0.8197 0.0 -1.9 2.0 -0.521
H 0.5769 -2.0722 -0.2315 -0.3 1.0 0.4 0.093
C 1.1817 0.0603 0.4075 -0.1 -0.7 -0.2 -0.569
C 2.6911 -0.2756 0.1674 -1.1 1.3 -2.1 -0.045
H 0.8950 1.8110 -0.9349 0.5 -0.4 0.0 0.155
H 3.2207 0.7407 0.0394 -0.2 -1.9 0.5 0.107
H -0.1529 1.0959 1.7695 -0.1 -0.1 -0.2 0.035
H 2.9586 -0.9218 0.9815 0.8 0.2 0.5 0.061
H -3.7294 -0.6976 -0.4217 -0.1 -0.2 0.1 0.057
H -3.3419 0.0678 -1.9551 -0.5 0.6 0.1 0.079
C 0.9096 0.9298 1.6317 0.5 -1.0 1.0 -0.089
H 0.7761 -1.9780 1.5144 0.0 1.5 -1.0 0.101
H 1.3291 1.9082 1.4567 0.6 0.3 0.4 0.076
N 0.6231 0.8473 -0.7682 0.0 -2.0 2.1 0.122
H -3.3476 1.0212 -0.3849 0.3 0.0 -0.3 0.086
C -3.1330 0.0759 -0.8855 1.3 -0.7 -0.9 -0.103
C 0.4514 -1.3454 0.6167 -0.8 0.1 0.2 -0.387
C -0.6297 0.6531 -1.2199 -0.8 1.3 -5.1 -0.489
O -0.9201 1.2577 -2.2935 -0.1 -0.4 2.2 0.005
H 1.2394 0.4031 2.5794 0.1 0.9 -1.0 0.111
S -1.3447 -0.9580 0.9152 0.7 -0.7 -0.6 0.872
H -1.4251 -1.3549 -1.3657 -0.6 1.7 0.1 0.135
H 2.8118 -0.8979 -0.7988 -0.3 1.2 1.4 0.107
```
Forces are in eV/Å.

Values from the calculation:
2S+1: 1
SMILES: C[C@@H]1SCC(C)(C)NC1=O
frontier orbital gap: 9.3440 eV
electronic energy: -802.68394 Eh
molecular weight: 159.3 g mol⁻¹
energy relative to the best compared isomer or geometry (same formula, charge and spin): 26.0 kJ/mol
charge: 0


No. 2
C7H13NPS | wB97M-V/def2-TZVPD

XYZ file:
```
23
Properties=species:S:1:pos:R:3:forces:R:3:mulliken_spin:R:1
H -3.5920 2.5574 -0.3525 -0.1 0.1 0.0 0.011
C 2.5676 -0.1752 -1.1633 0.2 0.1 0.0 0.004
H 3.6515 -0.0298 -1.1409 0.1 0.0 0.0 0.001
H 2.3751 -1.1608 -1.5745 0.0 -0.1 0.0 0.002
P -0.8675 1.5015 -0.1155 3.2 0.9 -0.2 0.841
H -4.5229 1.0455 -0.3762 -0.1 0.0 0.0 0.019
H -0.6329 -3.0500 1.1296 -0.1 -0.1 0.1 0.024
C -0.3130 -2.6200 0.1807 0.1 0.2 0.1 -0.001
H -3.9603 1.7165 1.1525 -0.1 0.1 0.1 0.065
S -2.5242 -0.9301 0.0597 -1.3 -0.4 0.0 0.151
H 1.9114 1.3526 1.7465 0.0 0.1 -0.2 -0.007
H -0.7172 -3.2410 -0.6165 -0.1 -0.1 -0.1 0.020
H 1.4135 1.9141 0.2566 0.3 0.1 0.4 0.003
C -3.6988 1.5738 0.1013 0.4 -0.2 0.0 -0.022
H 2.1337 0.5565 -1.8427 0.0 0.0 -0.1 -0.003
H 0.7717 -2.6420 0.1269 0.0 -0.1 0.0 0.002
H 3.0586 1.6952 0.5711 -0.2 0.0 0.1 0.000
C 1.9703 -0.0536 0.2018 -4.4 -0.4 -1.3 -0.041
C -0.1179 -0.0848 -0.0597 4.5 0.8 0.9 -0.037
N 2.1150 1.3197 0.7417 0.2 0.1 0.0 0.032
C -2.4279 0.8004 -0.0047 -3.2 -1.2 0.0 0.675
C -0.8102 -1.2253 0.0562 0.5 -0.1 -0.1 0.258
H 2.2166 -0.8203 0.9219 0.1 0.1 0.2 0.002
```
Forces are in eV/Å.

Values from the calculation:
2S+1: 3
frontier orbital gap (spin up / spin down): 5.7608 / 6.8787 eV
electronic energy: -1068.39517 Eh
molecular weight: 174.2 g mol⁻¹
energy relative to the best compared isomer or geometry (same formula, charge and spin): 0.0 kJ/mol
charge: +1